# C11H14BCl

2 unconnected molecules or ions with the total composition C11H14BCl at a distorted geometry (ωB97M-V/def2-TZVPD, the Open Molecules 2025 dataset).

Last column: natural (NBO) charge in e.
Element x y z (Å)
Cl  4.4709  1.2743  4.7023  0.024
C  2.7759  1.3087  4.7938  -0.066
C  2.1175  2.2869  5.5250  -0.216
C  0.7356  2.3318  5.5890  -0.209
C  -0.0129  1.3754  4.9043  0.015
C  -1.5210  1.3355  5.1312  -0.278
C  -2.3873  2.5241  5.4635  -0.177
C  -3.6231  2.4451  4.9340  -0.185
C  -3.8077  1.1543  4.1753  -0.439
C  -2.3762  0.5830  4.0876  -0.394
C  0.6264  0.3941  4.1340  -0.213
C  2.0190  0.3711  4.0861  -0.213
H  2.6944  3.0167  6.0693  0.222
H  0.2199  3.0358  6.2381  0.214
H  -1.5994  0.7782  6.0369  0.213
H  -1.9267  3.2835  6.1050  0.208
H  -4.4780  3.1254  5.0832  0.216
H  -4.2250  1.2954  3.1770  0.211
H  -4.4608  0.4340  4.6870  0.209
H  -2.0305  0.6576  3.0410  0.209
H  -2.3611  -0.4764  4.3295  0.208
H  0.0394  -0.3952  3.6607  0.223
H  2.5058  -0.3871  3.5156  0.221
B  -2.0142  -1.4720  8.0694  0.252
H  -3.0851  -1.0759  7.6285  -0.087
H  -1.3547  -1.9181  7.1342  -0.084
H  -1.4124  -0.5229  8.5468  -0.084

Forces on the atoms, in the same order (eV/Å):
Cl 0.933 -0.010 0.024
C -1.709 -0.127 -0.442
C 0.288 0.286 0.262
C -0.012 -0.714 -0.205
C -0.818 0.486 -0.153
C -0.492 -0.445 -0.829
C 0.167 0.877 -0.623
C 0.364 0.055 0.700
C 0.363 -0.241 -0.098
C 0.058 -0.431 -0.449
C 0.096 0.405 0.649
C -0.311 0.313 0.318
H 0.167 0.095 0.074
H 0.291 0.049 -0.221
H -0.011 -0.954 0.997
H -0.784 0.049 -0.249
H 0.762 -0.218 0.050
H -0.107 0.098 0.052
H -0.045 0.358 0.098
H 0.258 0.271 0.540
H -0.089 -0.206 -0.135
H 0.257 0.333 -0.026
H 0.366 -0.376 -0.283
B 0.773 3.509 -3.631
H -0.217 -1.173 1.174
H -0.301 -1.123 1.243
H -0.247 -1.168 1.163

Values from the calculation:
DFT total energy: -912.470345 hartree